Entry 1:
Entry from the Open Molecules 2025 dataset: C36H46N11O3PbS2 as an isolated structure (ωB97M-V with the def2-TZVPD basis set).

Each line ends with the Löwdin charge.
Atoms and positions in Å:
1 Pb 1.131593 -1.026482 -0.840728  1.53
2 C -0.121820 0.840994 -4.027424  -0.18
3 C 0.926192 -0.262220 -4.174196  -0.17
4 N 0.670179 -1.457069 -3.336495  -0.17
5 C -0.467659 -2.316779 -3.745215  -0.22
6 C -1.886775 -1.754827 -3.747952  -0.39
7 S -2.825018 -1.595263 -2.191628  1.03
8 C -2.862420 0.143277 -1.707901  -0.48
9 C -2.124878 1.137126 -2.606466  -0.19
10 N -0.695586 0.885294 -2.681251  -0.06
11 H 0.339878 1.790043 -4.315588  0.13
12 H -0.924688 0.690922 -4.745819  0.11
13 H 1.022595 -0.545728 -5.226909  0.14
14 H 1.895549 0.123127 -3.863709  0.08
15 H 1.487677 -2.045929 -3.495981  0.11
16 H -0.288388 -2.654729 -4.772910  0.14
17 H -0.448072 -3.203234 -3.110483  0.09
18 H -1.992449 -0.855303 -4.341980  0.06
19 H -2.486727 -2.502156 -4.272058  0.09
20 H -3.914644 0.439832 -1.692902  0.13
21 H -2.517238 1.395955 -0.012864  0.12
22 H -2.578740 1.072272 -3.595915  0.13
23 H -2.352339 2.146395 -2.245194  0.14
24 H -0.175059 1.524922 -2.097780  0.05
25 S 7.763395 -4.782088 1.520591  1.12
26 N 6.476799 -5.324382 0.719996  -0.19
27 C 5.677382 -4.279990 0.534204  -0.30
28 C 4.398570 -4.311220 -0.156906  -0.06
29 C 3.884981 -5.475286 -0.732647  0.06
30 C 2.673820 -5.420085 -1.383354  0.00
31 C 2.000591 -4.206296 -1.431174  -0.12
32 N 2.474479 -3.086905 -0.888281  -0.01
33 C 3.672563 -3.125398 -0.258408  -0.13
34 C 4.200960 -1.876366 0.315263  -0.15
35 N 3.453627 -0.768995 0.166421  -0.03
36 C 3.904100 0.386750 0.639841  -0.12
37 C 5.127927 0.503109 1.295115  0.00
38 C 5.900731 -0.623872 1.455849  0.05
39 C 5.435980 -1.844616 0.957623  -0.06
40 C 6.182677 -3.085618 1.071611  -0.30
41 N 7.363692 -3.229408 1.661826  -0.19
42 H 4.451674 -6.394420 -0.658171  0.14
43 H 2.242077 -6.292316 -1.852109  0.13
44 H 1.038142 -4.133592 -1.919204  0.09
45 H 3.271090 1.250372 0.477243  0.10
46 H 5.454198 1.466314 1.659979  0.13
47 H 6.861741 -0.589263 1.952733  0.14
48 C 4.032566 1.142700 -2.716962  -0.06
49 C 3.007983 2.253236 -2.652898  -0.25
50 O 2.132610 2.028751 -1.539915  -0.26
51 C 1.383634 3.192261 -1.180166  -0.26
52 C 0.915641 3.024463 0.248046  -0.05
53 H 4.543321 1.148933 -3.679495  0.10
54 H 3.575465 0.155654 -2.590390  0.05
55 H 4.784063 1.253102 -1.936777  0.08
56 H 2.423017 2.335088 -3.575315  0.11
57 H 3.517616 3.210537 -2.514920  0.13
58 H 0.537694 3.325913 -1.869098  0.12
59 H 2.015635 4.076810 -1.287330  0.13
60 H 0.611492 1.987325 0.420632  0.04
61 H 0.071036 3.679182 0.463852  0.09
62 H 1.709174 3.254005 0.958060  0.09
63 N -2.333742 -4.034933 0.122019  0.23
64 C -1.597135 -2.927719 0.094224  -0.56
65 O -0.488636 -2.897708 -0.455005  -0.17
66 C -2.138694 -1.789563 0.877663  -0.09
67 C -2.585672 -1.980637 2.132436  0.01
68 N -3.008335 -1.741148 3.217623  0.25
69 C -2.074560 -0.337853 0.680003  -0.10
70 N -2.399841 0.386355 -0.325835  0.13
71 H -1.981633 -4.879054 -0.304035  0.15
72 H -3.276380 -4.035191 0.475310  0.14
73 C -5.060232 3.146825 5.087274  -0.06
74 C -3.720094 3.434038 4.432954  -0.19
75 N -3.759624 3.327137 2.966699  -0.02
76 C -4.420713 4.441835 2.252281  -0.17
77 C -5.774673 4.050874 1.690234  -0.05
78 C -3.187022 2.390041 2.236719  -0.35
79 O -3.086381 2.497035 0.990063  0.00
80 C -2.629368 1.109961 2.810736  -0.04
81 C -2.935457 0.481458 3.940826  0.06
82 C -2.268283 -0.858458 4.175174  -0.17
83 C -0.828763 -0.811071 3.691991  -0.05
84 N -0.523530 -0.266238 2.590554  0.12
85 C -1.573579 0.500612 1.907435  -0.19
86 H -4.942582 3.115513 6.169672  0.09
87 H -5.480029 2.195407 4.755281  0.08
88 H -5.788328 3.924506 4.860987  0.08
89 H -2.932363 2.790005 4.814014  0.11
90 H -3.402913 4.455290 4.649257  0.13
91 H -3.753388 4.776282 1.458564  0.12
92 H -4.511620 5.249500 2.976422  0.13
93 H -5.674408 3.270455 0.937018  0.07
94 H -6.233190 4.917245 1.216183  0.09
95 H -6.446126 3.699769 2.472716  0.08
96 H -3.653516 0.831708 4.666116  0.12
97 H -2.393057 -1.234898 5.184583  0.16
98 H -0.062178 -1.336626 4.252284  0.14
99 H -1.057262 1.344419 1.453539  0.12

Forces on atoms 1 to 6 (eV/Å):
-0.2755 0.1328 0.0504
-0.0300 0.0032 -0.0148
-0.0348 0.0461 0.0341
0.3152 -0.2376 0.1376
-0.0737 0.0459 -0.0480
-0.0600 0.0123 -0.0086

As for the HOMO energy: -15.7 eV. As for the total energy: -3215.82377 hartree. Its charge is +3.

***

Entry 2:
Entry from the Open Molecules 2025 dataset: a 2-piece molecular cluster, C2H8 overall (ωB97M-V with the def2-TZVPD basis set).

Each line ends with the natural charge from an NBO analysis.
Atoms and positions in Å:
1 C -1.265953 0.594015 1.510664  -0.85
2 H -0.717190 0.049515 0.728112  0.21
3 H -1.915197 1.350277 1.045312  0.21
4 H -0.550464 1.089068 2.183717  0.21
5 H -1.881336 -0.112948 2.086433  0.21
6 C 1.265832 -0.593946 -1.510864  -0.85
7 H 0.403232 -0.885667 -2.127981  0.21
8 H 0.918688 -0.304105 -0.508132  0.21
9 H 1.781934 0.256532 -1.980263  0.21
10 H 1.960454 -1.442742 -1.426997  0.21

Forces on atoms 1 to 6 (eV/Å):
-0.0058 -0.0075 0.0088
-0.2742 0.2213 0.3355
0.2427 -0.2789 0.1658
-0.2591 -0.1795 -0.2467
0.2267 0.2594 -0.2114
0.0160 -0.0065 -0.0001

Its energy relative to the best compared isomer or geometry (same formula, charge and spin) is 0.5 kcal per mole. The SMILES is C.C. As for the HOMO energy: -13.0 eV. As for the total energy: -80.98121 hartree.

***

Entry 3:
Entry from the Open Molecules 2025 dataset: C26H52F14N3O36S11 as an isolated structure (ωB97M-V with the def2-TZVPD basis set).

Each line ends with the Löwdin charge.
Atoms and positions in Å:
1 C -2.232152 1.639341 1.617808  -0.63
2 F -3.547662 1.662268 1.850052  0.12
3 F -2.004558 1.869830 0.336393  0.14
4 F -1.653696 2.578700 2.359942  0.13
5 S -1.483822 -0.078793 2.058328  0.68
6 O -0.715167 0.145068 3.242365  -0.25
7 O -2.489482 -1.107103 2.192791  -0.28
8 N -0.378916 -0.353476 0.793543  -0.31
9 S -1.071316 -1.033518 -0.439772  0.62
10 O -0.587729 -2.406949 -0.497861  -0.29
11 O -2.503354 -0.878557 -0.618175  -0.32
12 C -0.290836 -0.145928 -2.004458  -0.62
13 F -1.003067 -0.437671 -3.086581  0.12
14 F -0.214562 1.133531 -1.707210  0.14
15 F 0.962731 -0.544454 -2.289822  0.12
16 C 4.206512 -3.167764 -1.612156  -0.64
17 F 4.140853 -3.260480 -2.943531  0.11
18 F 3.025799 -3.441630 -1.075481  0.14
19 F 5.087050 -4.102191 -1.249399  0.11
20 S 4.606383 -1.348423 -1.089727  0.64
21 O 5.328951 -0.571976 -2.054034  -0.32
22 O 3.324960 -0.798170 -0.736583  -0.31
23 N 5.297591 -1.323934 0.535740  -0.20
24 S 6.850723 -1.733959 0.148630  0.58
25 O 7.113472 -2.382154 -1.117760  -0.35
26 O 7.782889 -0.701621 0.588687  -0.34
27 C 7.248550 -3.148431 1.358389  -0.67
28 F 7.138801 -2.786794 2.638780  0.12
29 F 6.395056 -4.166111 1.175177  0.10
30 F 8.492591 -3.601817 1.145845  0.10
31 N 2.428647 0.681578 3.851978  -0.15
32 S 1.776347 0.492957 5.363377  0.45
33 O 0.526268 1.129360 5.777306  -0.34
34 O 2.749031 0.381921 6.426871  -0.34
35 F 1.310039 -1.034930 5.279167  -0.20
36 S 2.202731 2.446261 4.131534  0.58
37 O 2.758484 3.113498 5.305252  -0.32
38 O 1.019403 2.905203 3.463074  -0.32
39 F 3.342565 2.836119 3.034052  -0.22
40 C 2.213839 -1.562908 -6.809629  -0.23
41 C 2.711459 -1.276933 -5.368006  -0.18
42 C 4.146876 -0.722378 -5.541088  -0.19
43 S 4.107439 0.302414 -7.057709  0.71
44 O 5.139499 -0.129544 -7.983863  -0.36
45 O 3.894890 1.724946 -6.749150  -0.35
46 C 2.520171 -0.354425 -7.653460  -0.25
47 H 1.129420 -1.678926 -6.789340  0.08
48 H 2.671211 -2.378598 -7.374747  0.12
49 H 2.649091 -2.165544 -4.745267  0.10
50 H 2.131997 -0.474860 -4.908540  0.12
51 H 4.769847 -1.556330 -5.868792  0.10
52 H 4.532670 -0.264425 -4.634049  0.10
53 H 2.534721 -0.510600 -8.727513  0.10
54 H 1.856053 0.420368 -7.262951  0.10
55 C -2.415783 4.610728 4.376588  -0.18
56 C -3.695089 3.897541 3.993370  -0.26
57 C -4.104616 4.425665 2.646765  -0.21
58 S -3.824252 6.235647 2.763104  0.73
59 O -5.101446 6.875759 3.028786  -0.34
60 O -2.999004 6.677928 1.645344  -0.34
61 C -2.761032 6.116580 4.247949  -0.19
62 H -1.589085 4.275465 3.750679  0.11
63 H -2.216989 4.433874 5.433240  0.13
64 H -4.481781 4.164373 4.708371  0.13
65 H -3.683130 2.808502 4.030861  0.05
66 H -5.091579 4.219555 2.229563  0.11
67 H -3.524358 4.024331 1.810354  0.09
68 H -3.466993 6.367396 5.043999  0.09
69 H -1.937526 6.818073 4.351220  0.11
70 C -3.440408 1.386468 5.845860  -0.17
71 C -4.597645 0.770406 5.057209  -0.14
72 O -4.124295 -0.535194 4.690827  -0.22
73 S -2.966070 -1.093517 5.718106  0.66
74 O -1.884881 -1.728142 5.061071  -0.19
75 O -3.648324 -1.780854 6.790840  -0.26
76 O -2.483335 0.386852 6.143300  -0.18
77 H -3.708921 1.800497 6.818689  0.14
78 H -2.894640 2.119182 5.249971  0.10
79 H -4.783437 1.234522 4.090674  0.11
80 H -5.493070 0.500605 5.619811  0.13
81 C -0.830969 -5.594507 -0.563338  -0.16
82 C -2.132998 -5.107913 0.084568  -0.15
83 O -2.843532 -6.281092 0.454072  -0.21
84 S -2.350830 -7.601125 -0.301956  0.65
85 O -3.131495 -7.615022 -1.516505  -0.26
86 O -2.282770 -8.773845 0.525052  -0.25
87 O -0.862128 -7.021558 -0.590088  -0.20
88 H 0.022806 -5.290682 0.044504  0.12
89 H -0.582407 -5.175940 -1.537678  0.12
90 H -2.749630 -4.649944 -0.689032  0.13
91 H -1.919770 -4.446623 0.919085  0.13
92 C -1.746327 -1.930416 -6.608709  -0.13
93 C -1.427219 -3.391304 -6.909368  -0.21
94 O -1.702841 -4.062594 -5.703829  -0.19
95 S -1.042971 -3.172744 -4.487544  0.66
96 O 0.359285 -3.459547 -4.437739  -0.21
97 O -1.792776 -3.266392 -3.280545  -0.20
98 O -1.305276 -1.746787 -5.236599  -0.23
99 H -2.832963 -1.907684 -6.496188  0.13
100 H -1.343856 -1.125593 -7.214302  0.13
101 H -0.344829 -3.538557 -7.022343  0.11
102 H -1.854245 -3.859775 -7.792701  0.13
103 C -5.485158 1.333399 -2.340897  -0.21
104 C -5.603747 -0.142271 -2.633787  -0.23
105 O -5.571240 -0.328214 -4.061915  -0.08
106 O -6.755970 1.959562 -2.658573  -0.09
107 H -4.687144 1.757555 -2.953963  0.12
108 H -5.244872 1.555463 -1.304188  0.12
109 H -6.538357 -0.497820 -2.202072  0.12
110 H -4.691985 -0.587557 -2.226655  0.11
111 H -5.950854 -1.177304 -4.295540  0.07
112 H -6.869587 1.949173 -3.612464  0.07
113 C 0.023327 5.110142 0.606265  -0.24
114 C 1.240630 5.560141 -0.218985  -0.21
115 O 1.178415 6.985473 -0.405786  -0.09
116 O -1.208237 5.445593 -0.012059  -0.09
117 H 0.007136 5.427520 1.652404  0.12
118 H 0.061086 4.015808 0.666366  0.09
119 H 1.227195 5.115849 -1.213161  0.12
120 H 2.071160 5.324032 0.443255  0.12
121 H 0.531545 7.125054 -1.102127  0.07
122 H -1.775462 5.726507 0.715116  0.01
123 C 2.218590 2.107426 0.528522  -0.24
124 C 3.693497 2.141408 -0.042134  -0.22
125 O 4.646886 1.416262 0.761605  -0.08
126 O 1.880413 0.973466 1.297420  -0.10
127 H 1.549509 2.164672 -0.337831  0.10
128 H 2.077377 2.994867 1.148850  0.06
129 H 3.876977 3.215879 -0.173559  0.10
130 H 3.796296 1.683214 -1.029435  0.09
131 H 5.467093 1.789178 0.417369  0.08
132 H 0.977449 0.691859 1.031681  0.02
133 C 2.140281 -3.408135 3.729208  -0.22
134 C 1.037995 -2.815360 2.805912  -0.24
135 O 1.528607 -1.771944 1.991346  -0.07
136 O 3.186303 -2.442519 3.882038  -0.08
137 H 2.550310 -4.295264 3.240370  0.10
138 H 1.767403 -3.642157 4.728531  0.10
139 H 0.157526 -2.458079 3.344088  0.09
140 H 0.819530 -3.685219 2.168201  0.09
141 H 0.745530 -1.504596 1.471298  0.00
142 H 3.590684 -2.636716 4.731497  0.08

Forces on atoms 1 to 6 (eV/Å):
0.9677 -1.4552 -0.0191
-0.3905 -0.0375 -0.0206
-0.2879 0.5838 -0.0703
-0.1327 -0.2254 -0.3156
1.7677 -1.1936 0.8187
-0.2271 0.7573 -0.7154

As for the HOMO energy: -1.8 eV. As for the total energy: -9672.66047 hartree. Its charge is -3.

***

| no. | HOMO-LUMO gap (Eh) |
| --- | --- |
| 1 | 0.259 |
| 2 | 0.518 |
| 3 | 0.212 |